1.
{
  "formula": "C12H11P",
  "method": "wB97M-V/def2-TZVPD",
  "symbols": ["P", "C", "C", "C", "C", "C", "C", "C", "C", "C", "C", "C", "C", "H", "H", "H", "H", "H", "H", "H", "H", "H", "H", "H"],
  "positions_angstrom": [[-3.2783, -0.3148, 0.7189], [-1.9944, -0.2502, -0.6326], [-1.2127, -1.7557, -0.6768], [0.1693, -1.4100, -0.2344], [1.2494, -2.2083, 0.0221], [2.4682, -1.6079, 0.3884], [2.6202, -0.2481, 0.4722], [1.5289, 0.6064, 0.2080], [1.5276, 2.0184, 0.2188], [0.3771, 2.7107, -0.0558], [-0.8444, 2.0662, -0.3345], [-0.8744, 0.6985, -0.3703], [0.3121, -0.0158, -0.1168], [-3.4312, 1.0680, 0.8135], [-2.3545, -0.3320, 1.7648], [-2.5022, -0.0683, -1.5820], [-1.2349, -2.1338, -1.6966], [-1.7173, -2.4621, -0.0185], [1.1880, -3.2839, -0.0654], [3.3145, -2.2521, 0.5879], [3.5765, 0.1784, 0.7383], [2.4450, 2.5466, 0.4389], [0.3968, 3.7907, -0.0626], [-1.7291, 2.6592, -0.5253]],
  "e_lumo_ev": 0.7,
  "smiles": "P[C@@H]1Cc2cccc3cccc1c23",
  "gap_ev": 8.6,
  "de_lowest_ev": 0.000
}

2.
{
  "formula": "C4H3NO2",
  "method": "wB97M-V/def2-TZVPD",
  "symbols": ["O", "C", "C", "N", "C", "C", "O", "H", "H", "H"],
  "positions_angstrom": [[2.7133, 0.7504, 0.4885], [1.9976, 0.0606, -0.1897], [0.5226, -0.0124, 0.0095], [-0.3094, -0.5988, -0.7403], [-1.5801, -0.2954, -0.1057], [-1.3400, 0.3928, 1.1938], [-0.0256, 0.6276, 1.1259], [2.3574, -0.5780, -1.0156], [-2.3752, -1.0227, -0.2663], [-1.9606, 0.6760, -0.5001]],
  "e_lumo_ev": -0.7,
  "gap_ev": 9.0,
  "de_lowest_ev": 3.711
}

3.
{
  "formula": "C5H15AgBrN3O2",
  "method": "wB97M-V/def2-TZVPD",
  "symbols": ["Ag", "Br", "C", "C", "C", "O", "C", "N", "H", "H", "H", "H", "H", "H", "H", "H", "H", "H", "H", "C", "O", "N", "N", "H", "H", "H", "H"],
  "positions_angstrom": [[3.7665, 13.9871, -24.3573], [2.6324, 11.2644, -23.9960], [-0.8144, 9.1730, -20.6540], [-0.8707, 8.7554, -22.0948], [-2.1664, 7.9934, -22.4463], [-1.9613, 7.5265, -23.7759], [-3.0854, 6.7137, -24.1171], [-0.6096, 9.8301, -22.9804], [-1.1257, 8.4742, -19.8776], [-1.4906, 10.0193, -20.5329], [0.2372, 9.3381, -20.4194], [0.0016, 8.1110, -22.2042], [-3.1272, 8.4951, -22.3308], [-2.2200, 7.1702, -21.7339], [-2.9806, 5.6444, -23.9337], [-3.0666, 6.7424, -25.2066], [-4.1211, 7.0113, -23.9531], [0.3890, 9.9560, -22.8964], [-0.7221, 9.5315, -23.9387], [0.1993, 12.3415, -21.1128], [-0.2658, 12.7054, -22.1762], [1.4059, 11.8259, -20.8923], [-0.3367, 12.6103, -19.9882], [1.6116, 11.4732, -19.9685], [2.0476, 11.7102, -21.6636], [-1.1812, 13.1590, -20.0657], [0.1029, 12.5281, -19.0826]],
  "e_lumo_ev": [2.9, 2.9],
  "total_charge": -1,
  "spin_multiplicity": 2,
  "gap_ev": [5.2, 7.6]
}

4.
{
  "formula": "C4H14O3",
  "method": "wB97M-V/def2-TZVPD",
  "symbols": ["C", "C", "C", "C", "H", "H", "H", "H", "H", "H", "H", "H", "O", "H", "H", "O", "H", "H", "O", "H", "H"],
  "positions_angstrom": [[-1.6901, -0.2239, -1.7863], [-0.8926, -1.0414, -0.8315], [0.2666, -1.7585, -1.1259], [0.6356, -2.9101, -0.3999], [-2.0417, -0.6473, -2.7219], [-2.5425, 0.3441, -1.4113], [-0.8540, 0.6059, -2.0842], [-1.3803, -1.1804, 0.0887], [1.0043, -1.5922, -1.9301], [1.7605, -3.2640, -0.2880], [0.3082, -3.8650, -0.6563], [0.3498, -3.0196, 0.6920], [0.4558, 2.3499, 2.0864], [-0.3928, 2.8631, 1.8928], [0.0756, 1.4898, 1.6750], [3.4502, 0.4200, 0.4491], [3.2597, 1.2568, -0.0420], [2.6013, 0.0202, 0.6388], [-2.2442, 2.1021, 0.9649], [-2.4425, 2.3977, 0.1174], [-2.9177, 1.2183, 0.8871]],
  "e_lumo_ev": 0.2,
  "smiles": "C/C=C/C.O.O.O",
  "gap_ev": 9.1,
  "de_lowest_ev": 3.372
}

5.
{
  "formula": "C3H39O17",
  "method": "wB97M-V/def2-TZVPD",
  "symbols": ["C", "C", "C", "O", "H", "H", "H", "H", "H", "H", "H", "O", "H", "H", "O", "H", "H", "O", "H", "H", "O", "H", "H", "O", "H", "H", "O", "H", "H", "O", "H", "H", "O", "H", "H", "O", "H", "H", "O", "H", "H", "O", "H", "H", "O", "H", "H", "O", "H", "H", "O", "H", "H", "O", "H", "H", "O", "H", "H"],
  "positions_angstrom": [[0.3269, -0.2962, -1.2675], [-0.6971, -0.2412, -0.1815], [-0.7641, -1.6142, 0.5805], [-0.2621, 0.7488, 0.7695], [0.4349, 0.4758, -2.0415], [0.1579, -1.2012, -1.8575], [1.3019, -0.3312, -0.8985], [-1.5651, 0.1648, -0.6745], [-1.3061, -2.2942, -0.1095], [-1.3831, -1.5732, 1.4545], [0.2319, -2.1182, 0.7985], [-2.9871, -0.9252, 3.8515], [-2.5551, -0.4092, 3.2225], [-2.3741, -1.5732, 4.1865], [-4.3491, 0.8688, -2.4165], [-3.4541, 0.7988, -2.7345], [-4.5031, 1.7688, -2.1325], [4.1159, -0.1652, 0.1235], [4.9899, 0.1868, 0.2535], [3.4269, 0.3558, 0.5175], [0.6679, 0.0358, -4.6975], [1.3539, -0.6162, -4.6545], [1.0609, 0.8998, -4.6295], [-0.9011, -3.0292, 4.2815], [-0.3491, -3.7682, 4.3265], [-0.3921, -2.2412, 4.0915], [-0.0681, 2.7198, 3.0405], [-0.7691, 3.1168, 2.5455], [0.0389, 1.7908, 2.7865], [-2.6081, 0.8098, 1.8875], [-3.2001, 0.3098, 1.2725], [-1.7131, 0.8648, 1.4595], [-0.7401, 2.5848, -1.1145], [-0.5501, 1.9938, -0.3785], [0.1179, 2.9508, -1.3895], [2.1269, 1.3218, 1.1295], [2.2179, 1.0728, 2.0785], [1.2469, 0.9938, 0.7885], [2.6909, -2.8682, 0.6865], [2.7859, -1.9292, 0.5215], [2.3289, -2.9782, 1.5755], [3.2229, 0.6178, -2.5725], [2.5689, 1.3018, -2.3665], [3.3319, 0.0118, -1.8725], [2.0689, 2.9008, -1.3155], [2.1399, 2.4418, -0.5335], [2.2929, 3.7528, -1.0005], [0.0549, -0.5932, 3.3235], [0.9519, -0.9922, 3.3495], [-0.1121, -0.4492, 2.3725], [2.2999, -2.6652, -2.1105], [1.5379, -2.1202, -1.9015], [2.5879, -3.2122, -1.3475], [-4.3311, -0.4712, 0.1155], [-4.0441, -1.2762, -0.1785], [-4.3171, 0.1058, -0.6385], [-1.7291, 1.5298, -3.6005], [-1.4011, 0.7538, -3.9805], [-1.2571, 1.7008, -2.7925]],
  "e_lumo_ev": 2.1,
  "total_charge": -1,
  "gap_ev": 8.6,
  "de_lowest_ev": 1.446
}